# 1
ORCA calculation (wB97M-V/def2-TZVPD) on a 4-piece molecular cluster, CH9N3O2 overall in a non-equilibrium geometry.

The value obtained for the total energy is -357.97112 Eh. For the HOMO energy, the calculation gives -9.19 eV. The calculation puts the molar mass at 95.1 g mol⁻¹. The orbital gap comes out at 4.3 eV.

Each line ends with the Mulliken charge.
Atoms and positions in Å:
N 0.056 0.643 0.104  -0.05
C -1.036 0.609 0.885  0.06
N -1.430 -0.420 1.563  -0.45
N 0.599 2.900 -0.867  -0.61
H -1.449 1.583 1.137  0.36
H 0.228 1.581 -0.429  0.41
H 0.277 3.856 -0.751  0.17
H -0.960 -1.301 1.261  0.45
H 1.212 2.786 -1.672  0.21
H -0.763 -3.538 0.550  0.26
H 0.543 -0.232 -0.174  0.28
O -0.648 -2.599 0.405  -0.77
H 1.765 -1.936 -1.385  0.22
H 0.289 -2.338 -0.018  0.43
O 1.317 -1.594 -0.609  -0.95

***

# 2
ORCA calculation (wB97M-V/def2-TZVPD) on C36H35AlN7O4PS as an isolated structure.

The value obtained for the total energy is -3058.77685 Eh. For the HOMO energy, the calculation gives -13.85 eV. The calculation puts the molar mass at 719.7 g mol⁻¹. The orbital gap comes out at 8.7 eV. The net charge is +2.

Each line ends with the Mulliken charge.
Atoms and positions in Å:
Al 0.827 -0.545 -0.325  -1.02
N 2.988 -0.590 1.966  0.25
P 1.355 -1.056 2.225  0.32
C 1.490 -2.578 3.190  0.99
C 1.038 -3.800 2.698  -0.34
C 1.193 -4.955 3.453  -0.87
C 1.804 -4.893 4.696  -0.54
C 2.261 -3.677 5.192  -0.82
C 2.099 -2.522 4.448  -0.54
C 0.803 0.171 3.442  0.31
C 1.268 1.484 3.387  -0.56
C 0.799 2.426 4.291  -0.62
C -0.142 2.065 5.246  -0.65
C -0.615 0.760 5.301  -0.64
C -0.145 -0.187 4.402  -0.53
C 3.581 -0.502 0.735  0.69
C 4.972 -0.380 0.631  -1.03
C 5.551 -0.323 -0.609  -0.40
C 4.750 -0.394 -1.755  -1.17
C 3.401 -0.489 -1.596  -0.45
N 2.799 -0.526 -0.365  0.93
H 3.620 -0.604 2.755  0.35
H 0.564 -3.862 1.729  0.34
H 0.836 -5.902 3.069  0.45
H 1.923 -5.793 5.285  0.42
H 2.733 -3.628 6.164  0.43
H 2.436 -1.576 4.858  0.40
H 2.008 1.772 2.649  0.35
H 1.172 3.442 4.254  0.48
H -0.499 2.799 5.958  0.44
H -1.342 0.476 6.051  0.44
H -0.512 -1.205 4.454  0.51
H 5.566 -0.346 1.534  0.50
H 6.626 -0.231 -0.698  0.45
H 5.177 -0.372 -2.747  0.51
H 2.735 -0.546 -2.445  0.59
O 0.894 -0.527 -4.125  -0.71
C 0.375 0.146 -3.260  0.11
O 0.623 -0.039 -1.980  0.90
C -0.630 1.207 -3.563  0.33
C -0.697 1.728 -4.853  -0.89
C -1.653 2.681 -5.171  -0.81
C -2.565 3.099 -4.213  -0.66
C -2.481 2.560 -2.942  -1.37
C -1.523 1.633 -2.592  1.54
N -3.471 2.971 -1.920  1.11
O -3.328 2.531 -0.792  -0.56
O -4.369 3.699 -2.268  -0.64
H 0.005 1.376 -5.598  0.53
H -1.697 3.092 -6.171  0.47
H -3.337 3.823 -4.435  0.60
H -1.509 1.229 -1.590  0.60
N 0.876 -3.449 -2.815  -0.19
C -0.166 -2.861 -2.241  0.14
S -0.074 -2.658 -0.503  -0.56
N -1.172 -2.482 -3.004  -0.07
C -2.422 -1.822 -2.740  0.54
C -3.014 -1.230 -3.850  -0.53
C -4.232 -0.585 -3.724  -0.71
C -4.861 -0.524 -2.488  -0.68
C -4.271 -1.133 -1.391  -0.65
C -3.055 -1.795 -1.506  -0.29
H 1.641 -3.761 -2.243  0.25
H 0.942 -3.579 -3.814  0.22
H -1.016 -2.607 -3.997  0.34
H -2.521 -1.273 -4.816  0.29
H -4.689 -0.133 -4.594  0.47
H -5.814 -0.021 -2.386  0.47
H -4.771 -1.115 -0.430  0.46
H -2.638 -2.301 -0.650  0.59
C 0.395 4.771 0.011  -1.54
C -0.019 3.371 0.309  0.34
C -1.138 2.870 0.940  -0.95
C -1.004 1.483 0.943  0.28
N 0.158 1.145 0.362  1.59
N 0.732 2.311 -0.034  0.27
C -1.986 0.465 1.420  -1.17
H -0.483 5.405 -0.081  0.41
H 0.968 4.832 -0.915  0.40
H 1.011 5.169 0.819  0.31
H -1.971 3.438 1.320  0.51
H 1.586 2.310 -0.567  0.24
H -2.956 0.662 0.961  0.40
H -2.103 0.524 2.501  0.30
H -1.686 -0.550 1.155  -0.04

***

# 3
ORCA calculation (wB97M-V/def2-TZVPD) on a 2-piece molecular cluster, C5H12N2O overall.

The value obtained for the total energy is -382.44783 Eh. For the HOMO energy, the calculation gives -8.71 eV. The calculation puts the molar mass at 116.2 g mol⁻¹. The orbital gap comes out at 9.6 eV. The structure (SMILES) is C/N=C(/C)N.CC=O.

Each line ends with the Mulliken charge.
Atoms and positions in Å:
C 0.854 1.674 -0.392  -0.70
N -0.520 1.788 -0.802  -0.59
C -1.258 0.771 -0.956  0.82
C -2.683 0.986 -1.381  -1.15
N -0.923 -0.540 -0.711  -0.40
H 1.335 2.628 -0.604  0.30
H 1.404 0.879 -0.912  0.24
H 0.922 1.486 0.684  0.21
H -2.858 0.527 -2.354  0.31
H -3.362 0.535 -0.659  0.31
H -2.880 2.050 -1.449  0.32
H -1.514 -1.245 -1.120  0.21
H 0.059 -0.785 -0.685  0.19
C 1.235 -1.371 2.102  -1.01
C 2.129 -1.744 0.969  0.22
O 1.849 -1.667 -0.196  -0.52
H 0.278 -1.003 1.741  0.26
H 1.726 -0.608 2.704  0.28
H 1.085 -2.241 2.739  0.35
H 3.122 -2.118 1.284  0.36

***

# 4
ORCA calculation (wB97M-V/def2-TZVPD) on a 10-piece molecular cluster, C35H70N10O5 overall in a non-equilibrium geometry.

The value obtained for the total energy is -2299.32193 Eh. For the HOMO energy, the calculation gives -8.67 eV. The calculation puts the molar mass at 711.0 g mol⁻¹. The orbital gap comes out at 8.9 eV. The structure (SMILES) is CN(C)C=O.CN(C)C=O.CN(C)C=O.CN(C)C=O.CN(C)C=O.CCCC#N.CCCC#N.CCCC#N.CCCC#N.CCCC#N.

Each line ends with the Mulliken charge.
Atoms and positions in Å:
C -3.487 -4.202 -4.188  -0.95
N -2.195 -3.646 -4.482  0.19
C -1.512 -3.027 -3.356  -0.10
C -1.749 -3.574 -5.735  0.21
O -2.357 -3.981 -6.723  -0.64
H -3.966 -4.512 -5.086  0.38
H -4.146 -3.468 -3.698  0.21
H -3.395 -5.057 -3.513  0.31
H -1.226 -3.830 -2.694  0.33
H -0.555 -2.566 -3.587  -0.36
H -2.210 -2.353 -2.863  0.13
H -0.712 -3.178 -5.768  0.31
C 5.126 1.944 1.562  -0.55
N 4.094 1.903 2.591  0.18
C 4.249 2.910 3.579  -0.98
C 3.117 1.062 2.602  0.21
O 2.238 1.065 3.439  -0.69
H 4.961 2.860 0.916  0.16
H 5.163 1.072 0.919  0.11
H 6.098 2.062 2.072  0.36
H 3.279 2.958 4.059  0.22
H 4.988 2.583 4.295  0.33
H 4.531 3.828 3.078  0.34
H 3.192 0.341 1.767  0.28
C 4.075 0.574 -3.409  -0.55
N 3.345 -0.512 -4.027  0.17
C 3.968 -1.259 -5.167  -1.05
C 2.151 -0.918 -3.566  0.38
O 1.450 -1.770 -4.086  -0.77
H 3.445 0.924 -2.567  -0.18
H 4.351 1.383 -4.107  0.33
H 4.967 0.098 -2.909  0.31
H 4.398 -0.572 -5.902  0.31
H 4.662 -2.003 -4.821  0.32
H 3.196 -1.841 -5.636  0.32
H 1.736 -0.385 -2.685  0.25
C -0.574 2.246 5.255  -0.57
N -1.195 2.714 4.019  0.22
C -2.582 2.469 3.806  -0.98
C -0.461 3.265 3.078  0.43
O -0.832 3.804 2.042  -0.65
H -0.944 2.839 6.071  0.35
H 0.477 2.390 5.095  0.12
H -0.666 1.196 5.413  0.14
H -2.769 1.399 3.829  0.28
H -3.142 2.894 4.639  0.41
H -2.909 2.849 2.854  0.29
H 0.608 3.407 3.355  0.01
C 1.864 4.661 0.834  -0.54
N 2.913 4.604 -0.140  0.38
C 3.539 5.854 -0.424  -1.12
C 3.068 3.529 -0.940  0.29
O 3.862 3.363 -1.855  -0.72
H 2.201 4.967 1.856  0.29
H 1.481 3.668 0.998  -0.23
H 1.067 5.394 0.608  0.35
H 4.107 6.214 0.464  0.26
H 4.210 5.717 -1.232  0.37
H 2.691 6.557 -0.587  0.32
H 2.376 2.716 -0.691  0.32
C 2.118 -4.966 -0.161  -1.31
C 3.221 -3.971 -0.086  -0.52
C 2.807 -2.561 -0.498  1.49
C 3.915 -1.647 -0.352  0.10
N 4.839 -0.948 -0.233  -0.78
H 1.319 -4.786 0.581  0.22
H 2.481 -5.959 0.185  0.36
H 1.652 -4.965 -1.120  0.35
H 4.033 -4.301 -0.725  0.48
H 3.596 -3.949 0.921  0.37
H 2.001 -2.155 0.129  -0.61
H 2.453 -2.395 -1.526  -0.19
C -2.164 -0.687 -0.482  -0.02
C -1.481 -1.037 0.833  -0.30
C -0.710 0.201 1.345  -0.26
C 0.480 0.420 0.484  -0.46
N 1.346 0.534 -0.259  0.37
H -2.791 0.224 -0.396  -0.28
H -2.862 -1.431 -0.884  0.32
H -1.379 -0.610 -1.244  -0.12
H -0.851 -1.911 0.712  0.37
H -2.252 -1.184 1.603  0.07
H -0.280 0.123 2.351  0.14
H -1.255 1.136 1.237  0.24
C -5.968 -1.059 -1.376  -0.70
C -6.882 -0.761 -0.222  -0.56
C -6.124 -0.861 1.112  -0.65
C -5.086 0.121 1.256  0.30
N -4.302 0.945 1.235  -0.34
H -6.446 -0.854 -2.346  0.37
H -5.588 -2.085 -1.468  0.25
H -5.083 -0.431 -1.254  0.04
H -7.746 -1.415 -0.085  0.33
H -7.238 0.229 -0.349  0.32
H -5.613 -1.866 1.134  0.24
H -6.774 -0.904 1.966  0.44
C -2.746 -2.797 5.242  -1.40
C -1.687 -3.182 4.284  0.30
C -0.307 -2.649 4.773  -0.29
C 0.668 -2.841 3.690  0.18
N 1.310 -2.819 2.714  -0.43
H -3.747 -2.831 4.830  0.37
H -2.535 -1.829 5.661  0.31
H -2.759 -3.407 6.159  0.37
H -1.906 -2.767 3.307  -0.17
H -1.614 -4.285 4.166  0.34
H -0.035 -3.229 5.640  0.45
H -0.344 -1.599 5.050  0.00
C -1.218 3.003 -1.848  -0.53
C -1.003 2.909 -3.316  -0.78
C -0.990 1.421 -3.882  0.53
C -2.271 0.790 -3.644  0.12
N -3.236 0.204 -3.444  -0.46
H -2.139 2.439 -1.588  0.20
H -1.300 4.016 -1.440  0.43
H -0.415 2.461 -1.330  -0.15
H -0.013 3.337 -3.575  0.34
H -1.756 3.524 -3.780  0.36
H -0.296 0.753 -3.404  -0.50
H -0.702 1.518 -4.931  0.44